A cluster of 8 separate species, C26H47NO7 in total at a distorted geometry, computed with wB97M-V/def2-TZVPD.

Results
SMILES: c1ccncc1.CC(C)=O.CC(C)=O.CC(C)=O.CC(C)=O.CC(C)=O.CC(C)=O.CC(C)=O
Strongest force on any atom: 1.66 eV/A
LUMO level: 0.325 eV
Energy: -43545.613 eV
Relative energy (zero: lowest compared OMol25 entry of this formula, charge and spin): 0.134 eV
Highest occupied orbital energy: -9.24 eV
HOMO-LUMO gap: 9.6 eV
Net charge: 0

Bonds (Å) are listed after each position.
Atoms and positions in Å:
1 C 10.091 -1.790 20.680  C2 1.387, C6 1.384, H7 1.083
2 C 9.457 -1.386 21.846  C1 1.387, C3 1.371, H8 1.083
3 C 8.136 -1.707 22.022  C2 1.371, N4 1.351, H9 1.085
4 N 7.431 -2.501 21.187  C3 1.351, C5 1.335
5 C 8.071 -2.877 20.078  N4 1.335, C6 1.385, H10 1.086
6 C 9.408 -2.628 19.816  C1 1.384, C5 1.385, H11 1.081
7 H 11.136 -1.559 20.518  C1 1.083
8 H 9.988 -0.919 22.666  C2 1.083
9 H 7.657 -1.482 22.969  C3 1.085
10 H 7.457 -3.461 19.398  C5 1.086
11 H 9.851 -3.003 18.904  C6 1.081
12 C 6.580 3.022 19.672  C13 1.508, H16 1.096, H17 1.095, H18 1.086
13 C 5.786 2.132 20.594  C12 1.508, C14 1.512, O15 1.211
14 C 5.675 0.671 20.223  C13 1.512, H19 1.093, H20 1.087, H21 1.090
15 O 5.295 2.613 21.591  C13 1.211
16 H 6.318 2.930 18.613  C12 1.096
17 H 7.643 2.756 19.674  C12 1.095
18 H 6.436 4.054 19.976  C12 1.086
19 H 6.625 0.178 20.443  C14 1.093
20 H 5.354 0.620 19.186  C14 1.087
21 H 4.996 0.159 20.905  C14 1.090
22 C 15.588 -0.857 23.450  C23 1.515, H26 1.089, H27 1.092, H28 1.099
23 C 14.562 -1.910 23.814  C22 1.515, C24 1.495, O25 1.206
24 C 13.116 -1.563 23.663  C23 1.495, H29 1.097, H30 1.087, H31 1.092
25 O 14.907 -3.030 24.103  C23 1.206
26 H 16.428 -1.266 22.890  C22 1.089
27 H 15.949 -0.258 24.289  C22 1.092
28 H 15.181 -0.089 22.778  C22 1.099
29 H 12.999 -0.475 23.746  C24 1.097
30 H 12.562 -2.081 24.441  C24 1.087
31 H 12.699 -1.732 22.667  C24 1.092
32 C 5.258 -4.735 22.686  C33 1.497, H36 1.092, H37 1.095, H38 1.088
33 C 6.452 -5.109 23.507  C32 1.497, C34 1.507, O35 1.206
34 C 7.648 -5.595 22.729  C33 1.507, H39 1.089, H40 1.091, H41 1.094
35 O 6.463 -5.047 24.712  C33 1.206
36 H 4.948 -5.515 21.988  C32 1.092
37 H 5.596 -3.907 22.054  C32 1.095
38 H 4.427 -4.501 23.348  C32 1.088
39 H 8.244 -4.872 22.175  C34 1.089
40 H 7.309 -6.397 22.072  C34 1.091
41 H 8.373 -5.992 23.446  C34 1.094
42 C 13.798 -1.706 18.860  C43 1.518, H46 1.090, H47 1.090, H48 1.088
43 C 13.985 -3.126 19.365  C42 1.518, C44 1.523, O45 1.207
44 C 15.224 -3.445 20.191  C43 1.523, H49 1.087, H50 1.092, H51 1.087
45 O 13.130 -3.960 19.191  C43 1.207
46 H 14.703 -1.312 18.396  C42 1.090
47 H 13.533 -1.079 19.711  C42 1.090
48 H 12.987 -1.693 18.134  C42 1.088
49 H 14.918 -4.187 20.924  C44 1.087
50 H 15.491 -2.503 20.675  C44 1.092
51 H 16.044 -3.836 19.593  C44 1.087
52 C 9.021 -4.184 15.085  C53 1.522, H56 1.091, H57 1.085, H58 1.087
53 C 7.824 -4.468 15.980  C52 1.522, C54 1.529, O55 1.210
54 C 6.918 -5.618 15.541  C53 1.529, H59 1.092, H60 1.087, H61 1.087
55 O 7.438 -3.735 16.862  C53 1.210
56 H 9.814 -4.903 15.293  C52 1.091
57 H 9.388 -3.192 15.328  C52 1.085
58 H 8.629 -4.321 14.081  C52 1.087
59 H 7.460 -6.567 15.563  C54 1.092
60 H 6.570 -5.398 14.535  C54 1.087
61 H 6.140 -5.682 16.297  C54 1.087
62 C 8.845 -0.569 14.949  C63 1.522, H66 1.093, H67 1.085, H68 1.092
63 C 9.122 -0.376 16.433  C62 1.522, C64 1.499, O65 1.208
64 C 7.949 -0.299 17.364  C63 1.499, H69 1.088, H70 1.090, H71 1.091
65 O 10.255 -0.249 16.831  C63 1.208
66 H 8.425 0.369 14.577  C62 1.093
67 H 8.205 -1.399 14.670  C62 1.085
68 H 9.845 -0.668 14.521  C62 1.092
69 H 7.043 -0.063 16.810  C64 1.088
70 H 8.202 0.439 18.126  C64 1.090
71 H 7.822 -1.264 17.857  C64 1.091
72 C 11.887 1.149 20.272  C73 1.518, H76 1.089, H77 1.096, H78 1.091
73 C 12.163 2.640 20.327  C72 1.518, C74 1.519, O75 1.202
74 C 13.614 3.055 20.495  C73 1.519, H79 1.090, H80 1.086, H81 1.094
75 O 11.259 3.417 20.168  C73 1.202
76 H 10.836 0.997 20.510  C72 1.089
77 H 12.457 0.544 20.986  C72 1.096
78 H 12.115 0.707 19.300  C72 1.091
79 H 13.672 4.142 20.454  C74 1.090
80 H 14.202 2.522 19.754  C74 1.086
81 H 13.927 2.827 21.518  C74 1.094